*one*
The following is a DFT calculation (the ωB97M-V functional and the def2-TZVPD basis) of C4H9NO as an isolated structure.

```
! wB97M-V def2-TZVPD RIJCOSX def2/J DEFGRID3
* xyz 0 1
H 2.71171 -0.57765 -0.51170
C 2.06563 0.14669 -0.01896
H 0.29921 -0.26140 -1.48930
H -2.35582 -0.20406 -1.10146
O -0.41438 1.63734 1.16141
H 0.83689 -1.57138 0.67772
H -1.04480 1.84772 -0.78057
N 0.89466 -0.55519 0.59786
C -1.70597 -0.52225 -0.28104
H -1.48871 -1.59125 -0.40393
C 0.22665 0.10561 -0.47872
H 0.56240 -0.06776 1.44913
C -0.50641 1.27259 -0.01457
H 2.56543 0.76853 0.71970
H -2.20313 -0.35726 0.67888
*
```

Calculated values
HOMO = -6.9 eV

*two*
The following is a DFT calculation (the ωB97M-V functional and the def2-TZVPD basis) of a 2-piece molecular cluster, C4H9NO overall.

```
! wB97M-V def2-TZVPD RIJCOSX def2/J DEFGRID3
* xyz 0 1
N 1.15378 -0.15629 -0.39677
C -1.08698 1.73145 -0.78884
C -0.20298 -0.46566 -0.83895
H -1.53206 2.50880 -1.38035
H -1.50591 0.23082 -2.45445
H -0.57459 -1.50925 -1.00296
O 0.89671 -2.59688 2.02329
H -0.08793 1.96940 -0.41647
H 0.58343 -0.22927 1.57950
H 1.86913 -2.53904 1.99606
H 0.74593 -2.62365 1.15072
H -1.87842 1.76177 0.00750
C -0.95782 0.38424 -1.48194
C 1.08363 0.30421 0.84024
H 1.49407 1.22933 1.16343
*
```

Calculated values
structure (SMILES) = C=N/C=C\C.O
HOMO = -8.5 eV

Taking the most stable structure as the zero point, the relative energies in hartree are *one* 0.0313; *two* 0.0000.

*one*
The following is a DFT calculation (the ωB97M-V functional and the def2-TZVPD basis) of C4H9NO as an isolated structure.

```
! wB97M-V def2-TZVPD RIJCOSX def2/J DEFGRID3
* xyz 0 1
H -0.31082 -0.30076 -2.89542
H 1.17319 0.44430 -3.58182
H 0.76024 -0.27604 0.96741
C 0.36017 -0.51806 2.22129
H 1.41726 -0.56656 2.52923
H -0.05570 -1.51622 2.38320
C 0.57221 0.02969 -0.44264
H -1.64448 0.99948 1.34155
H 0.01711 1.43012 -2.62502
C -1.30762 0.09599 0.83308
C 0.47658 0.44376 -2.74276
H -1.90688 -0.79766 1.00736
H -0.10591 0.18974 2.91149
N -0.68501 0.22520 -0.32993
O 1.23966 0.11703 -1.57703
*
```

Calculated values
HOMO = -8.6 eV

*two*
The following is a DFT calculation (the ωB97M-V functional and the def2-TZVPD basis) of a single C4H9NO molecule.

```
! wB97M-V def2-TZVPD RIJCOSX def2/J DEFGRID3
* xyz 0 1
H 0.16101 -3.03933 -1.30997
H -0.85574 -2.66217 0.10332
H -1.18782 2.34482 0.70174
C -0.39268 -2.24679 -0.79567
H 1.46861 1.19778 0.11548
H 0.26520 3.27480 0.26616
C 0.52928 -1.09099 -0.43635
H 1.32812 -1.41823 0.24284
N 0.49078 1.20210 0.35899
C -0.23061 0.05432 0.21874
H -1.19967 -1.90089 -1.44875
C -0.10873 2.42584 0.84479
H 1.02945 -0.69912 -1.33117
H 0.10152 2.59205 1.90845
O -1.39872 -0.03419 0.56139
*
```

Calculated values
structure (SMILES) = CCC(=O)NC
HOMO = -9.6 eV

Taking the most stable structure as the zero point, the relative energies in hartree are *one* 0.1893; *two* 0.0000.

*one*
The following is a DFT calculation (the ωB97M-V functional and the def2-TZVPD basis) of a 2-piece molecular cluster, C4H9NO overall.

```
! wB97M-V def2-TZVPD RIJCOSX def2/J DEFGRID3
* xyz 0 1
H -3.12473 1.13532 -2.50024
H -3.69043 0.03907 -1.17684
N -5.09925 0.49608 -2.70923
H 6.59335 -0.18386 3.72437
H -5.24616 -1.42622 -1.93219
H 4.49199 0.56139 0.91721
O 5.94018 -0.88350 3.59867
H 5.42275 -1.78247 1.88179
C 4.95639 0.36340 1.87320
C -3.96177 0.84727 -1.86705
C -5.70187 -0.58274 -2.46289
H -6.67429 -0.71028 -2.92633
H 4.98283 1.22831 2.52666
C 5.39548 -0.79463 2.31991
H -4.28449 1.69285 -1.26705
*
```

Calculated values
structure (SMILES) = C=CO.C=NC
HOMO = -9.5 eV

*two*
The following is a DFT calculation (the ωB97M-V functional and the def2-TZVPD basis) of a single C4H9NO molecule.

```
! wB97M-V def2-TZVPD RIJCOSX def2/J DEFGRID3
* xyz 0 1
C 0.38416 -0.55437 1.58302
C 0.40687 -0.19412 0.07477
H 1.44079 0.26961 -0.11494
H 0.99096 -1.44616 1.77920
H -1.21309 -1.59001 -0.45567
H 0.82040 0.23848 2.19860
N -0.35725 1.91737 -1.24053
H -0.13370 -1.29039 -1.81802
C -0.34511 1.14971 -0.09965
H 0.39896 -2.32586 -0.50852
H -0.07595 1.45352 -2.06280
O -0.77977 1.69327 0.89709
H -0.74411 2.84797 -1.43609
H -0.63677 -0.76547 1.93370
C -0.15640 -1.40354 -0.73019
*
```

Calculated values
structure (SMILES) = CC(C)C(N)=O
HOMO = -9.4 eV

Taking the most stable structure as the zero point, the relative energies in hartree are *one* 0.0834; *two* 0.0000.

*one*
The following is a DFT calculation (the ωB97M-V functional and the def2-TZVPD basis) of a 2-piece molecular cluster, C5H17N2O overall.

```
! wB97M-V def2-TZVPD RIJCOSX def2/J DEFGRID3
* xyz 1 1
H -1.74056 1.47103 -0.72294
H 1.29265 -0.51053 0.17105
H -0.80989 -0.60809 -1.88922
H 0.91516 0.34985 1.97916
H -1.56941 1.99914 1.44208
H 0.25121 1.30706 -2.83537
H -0.76172 -2.90808 2.52570
C -0.13598 0.54146 2.17042
C 0.69989 0.94667 -1.89657
H 0.84966 1.84278 -1.33645
H 2.76804 0.88922 -2.27439
H -1.48968 -3.39260 1.26980
H 1.18988 -1.57670 -1.11688
O -0.77693 -2.80847 1.56770
C -0.66094 1.44339 1.11729
C -1.19792 0.66539 -0.17133
N 0.66330 -1.02993 -0.44248
H 1.87375 -0.09748 -3.16433
H -0.93393 -0.24660 2.39030
H -2.00275 -0.01211 0.12862
H 0.02605 2.25545 0.90716
H -0.34945 0.78707 3.22710
N 1.97339 0.26584 -2.22220
H 0.18972 -1.56328 0.31004
C -0.26357 -0.01044 -1.13427
*
```

Calculated values
HOMO = -13.9 eV

*two*
The following is a DFT calculation (the ωB97M-V functional and the def2-TZVPD basis) of a 2-piece molecular cluster, C5H17N2O overall.

```
! wB97M-V def2-TZVPD RIJCOSX def2/J DEFGRID3
* xyz 1 1
H -4.15292 -0.17645 -2.46097
H -3.03555 0.88912 0.92673
H -4.08516 1.21457 -1.40201
H 1.50874 0.64755 2.21985
N 4.06593 -0.71694 -0.55496
H 5.00760 -0.35722 -0.68342
C -2.81868 -0.41997 -0.77639
H -1.61551 1.21403 -0.06822
O -1.44006 -0.36609 1.25629
H -1.54668 -1.29582 1.02107
H -1.98914 -0.99195 -1.20754
N 1.07177 0.56852 1.29974
H 0.07984 0.18974 1.34230
H 1.55147 -0.16694 -0.60875
H 1.70920 -1.34154 0.74079
H 1.02709 1.52085 0.92865
H 4.17771 -1.68398 -0.27055
H -2.75269 0.88375 -2.50622
H 3.74479 -0.14305 1.49753
H -3.51918 -1.13666 -0.34397
C 3.36966 0.03975 0.48015
C 1.89143 -0.32224 0.40533
C -2.24539 0.42490 0.35038
H 3.48290 1.10138 0.26894
C -3.48717 0.42466 -1.85472
*
```

Calculated values
HOMO = -13.4 eV

Taking the most stable structure as the zero point, the relative energies in hartree are *one* 0.0156; *two* 0.0000.